1.
{
  "formula": "C5H21N2O5",
  "method": "wB97M-V/def2-TZVPD",
  "symbols": ["O", "C", "C", "C", "C", "C", "N", "N", "H", "H", "H", "H", "H", "H", "H", "H", "H", "H", "H", "H", "H", "H", "H", "O", "H", "H", "O", "H", "H", "O", "H", "H", "O"],
  "coordinates": [[0.5043, 2.6512, -2.9679], [1.4870, 2.1065, -2.5483], [1.3429, 1.0936, -1.4101], [2.3823, 1.2395, -0.2728], [2.4470, -0.0609, 0.5532], [0.9330, -0.1552, 2.4547], [1.1081, -0.3894, 0.9722], [-0.0436, 1.1070, -0.8406], [2.4703, 2.0962, -3.0225], [1.4228, 0.1124, -1.9190], [2.0415, 2.0113, 0.4272], [3.2551, 1.6908, -0.7544], [3.2163, 0.0653, 1.3474], [2.9693, -0.8125, -0.0355], [1.1890, 0.8775, 2.6774], [1.3834, -0.9519, 3.0529], [-0.1375, -0.3426, 2.6124], [0.9595, -1.3856, 0.8944], [0.0304, 0.6327, 0.0906], [-0.1791, 2.0874, -0.5826], [-0.7482, 0.7540, -1.4857], [-2.5941, -2.3289, 3.2194], [-1.2384, -3.2333, 2.9493], [-1.7423, -2.4502, 2.7591], [-3.6176, 1.8332, 0.2567], [-4.1673, 0.4159, 0.1845], [-3.4184, 0.9559, -0.0403], [-2.0250, -1.3219, -3.6631], [-2.1850, -2.3643, -2.5312], [-2.3171, -1.4488, -2.7454], [-1.9980, -0.8523, -0.1120], [-1.4606, -2.1403, 0.5811], [-1.2702, -1.4922, -0.1010]],
  "atomic_forces_ev_per_a": [[0.38, 0.56, -0.11], [-1.27, -1.25, 0.42], [0.25, -0.62, 0.08], [-1.04, 0.24, -0.36], [2.56, 0.81, -0.64], [-1.47, -0.69, -1.15], [0.64, -0.41, 2.25], [0.85, 1.86, -0.01], [0.32, 0.49, -0.17], [0.32, 0.25, 0.32], [-0.17, 0.22, -0.19], [0.47, -0.73, 0.47], [-0.85, 0.15, 0.13], [-0.64, -0.47, -0.40], [0.20, -0.22, 0.41], [0.72, 0.59, 0.04], [0.10, 0.51, 0.20], [-0.24, 0.02, -0.62], [0.07, -1.39, -0.25], [-0.81, 0.04, -0.57], [-0.27, 0.05, 0.21], [0.95, -0.89, -0.02], [-0.50, -0.61, 0.76], [-0.42, 1.40, -0.79], [-0.29, 0.68, 0.27], [-0.61, -0.25, 0.09], [1.02, -0.49, -0.39], [-0.27, -0.30, 0.41], [0.22, -0.61, 0.10], [0.09, 1.12, -0.63], [-0.04, -0.37, 0.11], [-0.35, 0.12, 0.41], [0.08, 0.20, -0.36]],
  "max_force_ev_per_a": 2.76,
  "homo_lumo_gap_ha": 0.386,
  "charge": 1,
  "total_energy_ha": -688.558784,
  "homo_energy_ev": -13.1553,
  "relative_energy_kcal_mol": 65.66
}

***

2.
{
  "formula": "C2H3FO",
  "method": "wB97M-V/def2-TZVPD",
  "symbols": ["C", "C", "O", "F", "H", "H", "H"],
  "coordinates": [[0.9205, -0.4482, 0.0678], [-0.5045, 0.4160, -0.0804], [1.9698, 0.0676, 0.3376], [-1.5152, -0.4912, 0.3152], [0.6067, -1.4935, 0.0057], [-0.7060, 1.3866, 0.3910], [-0.7713, 0.5627, -1.0368]],
  "atomic_forces_ev_per_a": [[-2.14, 3.26, 0.84], [1.00, -1.87, 2.63], [-0.72, -1.08, -0.56], [0.42, 0.12, 0.51], [0.70, -0.56, -0.11], [0.84, -0.44, 0.65], [-0.10, 0.57, -3.95]],
  "max_force_ev_per_a": 3.99,
  "homo_lumo_gap_ha": 0.406,
  "total_energy_ha": -253.057471,
  "homo_energy_ev": -10.3903,
  "relative_energy_kcal_mol": 43.78
}

***

3.
{
  "formula": "C2H2FIS",
  "method": "wB97M-V/def2-TZVPD",
  "symbols": ["C", "C", "F", "S", "I", "H", "H"],
  "coordinates": [[-0.0768, 0.8302, -0.0829], [0.1924, -0.5249, -0.2976], [-1.3906, 1.0404, -0.2931], [0.8744, 2.0200, 0.5128], [2.0418, -1.2613, 0.2673], [-1.1860, -0.9480, 0.8523], [-0.4553, -1.1565, -0.9588]],
  "atomic_forces_ev_per_a": [[-0.28, 2.42, 1.08], [-2.60, -3.70, 1.84], [-0.13, 0.71, -0.44], [-0.70, -0.76, -0.72], [-0.15, -0.22, -0.20], [2.78, 0.55, -1.65], [1.08, 1.00, 0.09]],
  "max_force_ev_per_a": 4.88,
  "homo_lumo_gap_ha": [0.277, 0.273],
  "total_energy_ha": -873.010638,
  "homo_energy_ev": [-9.2847, -9.2725],
  "relative_energy_kcal_mol": 69.76
}

***

4.
{
  "formula": "C6H9AlCl2LaO4P",
  "method": "wB97M-V/def2-TZVPD",
  "symbols": ["Al", "La", "Cl", "Cl", "C", "C", "C", "O", "O", "O", "C", "P", "C", "C", "O", "H", "H", "H", "H", "H", "H", "H", "H", "H"],
  "coordinates": [[4.0606, -1.0441, -4.6813], [0.7789, -0.4116, -0.5474], [3.4312, -0.5723, -2.6571], [1.3603, 1.8035, -1.5671], [1.4894, 0.4071, 1.5588], [5.4647, -2.2479, -5.9346], [5.5675, 0.4049, -4.6046], [1.9094, 0.8752, 2.5461], [6.1216, -2.8779, -6.6672], [6.5827, 0.9958, -4.6216], [-3.8556, -0.3772, 0.8746], [-2.2860, 0.0961, 1.5511], [-2.2948, 1.7998, 2.0781], [-1.9564, -0.8035, 3.0615], [-1.1727, -0.1490, 0.5245], [-4.1004, 0.2565, 0.0094], [-4.5916, -0.2413, 1.6833], [-3.8274, -1.4263, 0.5471], [-3.0091, 1.8883, 2.9128], [-1.3113, 2.1344, 2.4379], [-2.6338, 2.4719, 1.2815], [-1.9683, -1.8838, 2.9125], [-0.9980, -0.5325, 3.5257], [-2.7610, -0.5659, 3.7763]],
  "atomic_forces_ev_per_a": [[1.17, 0.44, 1.68], [-2.64, -1.57, -2.24], [0.40, -0.89, -2.35], [0.16, 0.23, -0.05], [3.75, 4.08, 8.87], [2.94, -3.95, -4.39], [7.00, 4.06, -0.76], [-2.53, -2.68, -5.60], [-3.94, 3.99, 4.66], [-6.77, -3.68, 0.30], [-0.02, -0.01, -0.12], [-1.38, 0.63, 2.10], [-0.26, 0.43, -0.16], [-0.09, -0.38, 0.17], [2.33, -0.47, -1.65], [-0.04, -0.11, 0.34], [0.02, -0.10, -0.41], [-0.10, 0.24, 0.23], [0.20, -0.01, -0.22], [-0.23, -0.20, -0.08], [0.09, -0.10, 0.10], [-0.05, -0.04, -0.07], [-0.25, 0.13, -0.17], [0.26, -0.04, -0.18]],
  "max_force_ev_per_a": 10.46,
  "homo_lumo_gap_ha": 0.152,
  "charge": 4,
  "total_energy_ha": -2069.188218,
  "homo_energy_ev": -22.2505
}

***

Repeat the second record exactly.
{
  "formula": "C2H3FO",
  "method": "wB97M-V/def2-TZVPD",
  "symbols": ["C", "C", "O", "F", "H", "H", "H"],
  "coordinates": [[0.9205, -0.4482, 0.0678], [-0.5045, 0.4160, -0.0804], [1.9698, 0.0676, 0.3376], [-1.5152, -0.4912, 0.3152], [0.6067, -1.4935, 0.0057], [-0.7060, 1.3866, 0.3910], [-0.7713, 0.5627, -1.0368]],
  "atomic_forces_ev_per_a": [[-2.14, 3.26, 0.84], [1.00, -1.87, 2.63], [-0.72, -1.08, -0.56], [0.42, 0.12, 0.51], [0.70, -0.56, -0.11], [0.84, -0.44, 0.65], [-0.10, 0.57, -3.95]],
  "max_force_ev_per_a": 3.99,
  "homo_lumo_gap_ha": 0.406,
  "total_energy_ha": -253.057471,
  "homo_energy_ev": -10.3903,
  "relative_energy_kcal_mol": 43.78
}

***

Please write out number 1 again, unchanged.
{
  "formula": "C5H21N2O5",
  "method": "wB97M-V/def2-TZVPD",
  "symbols": ["O", "C", "C", "C", "C", "C", "N", "N", "H", "H", "H", "H", "H", "H", "H", "H", "H", "H", "H", "H", "H", "H", "H", "O", "H", "H", "O", "H", "H", "O", "H", "H", "O"],
  "coordinates": [[0.5043, 2.6512, -2.9679], [1.4870, 2.1065, -2.5483], [1.3429, 1.0936, -1.4101], [2.3823, 1.2395, -0.2728], [2.4470, -0.0609, 0.5532], [0.9330, -0.1552, 2.4547], [1.1081, -0.3894, 0.9722], [-0.0436, 1.1070, -0.8406], [2.4703, 2.0962, -3.0225], [1.4228, 0.1124, -1.9190], [2.0415, 2.0113, 0.4272], [3.2551, 1.6908, -0.7544], [3.2163, 0.0653, 1.3474], [2.9693, -0.8125, -0.0355], [1.1890, 0.8775, 2.6774], [1.3834, -0.9519, 3.0529], [-0.1375, -0.3426, 2.6124], [0.9595, -1.3856, 0.8944], [0.0304, 0.6327, 0.0906], [-0.1791, 2.0874, -0.5826], [-0.7482, 0.7540, -1.4857], [-2.5941, -2.3289, 3.2194], [-1.2384, -3.2333, 2.9493], [-1.7423, -2.4502, 2.7591], [-3.6176, 1.8332, 0.2567], [-4.1673, 0.4159, 0.1845], [-3.4184, 0.9559, -0.0403], [-2.0250, -1.3219, -3.6631], [-2.1850, -2.3643, -2.5312], [-2.3171, -1.4488, -2.7454], [-1.9980, -0.8523, -0.1120], [-1.4606, -2.1403, 0.5811], [-1.2702, -1.4922, -0.1010]],
  "atomic_forces_ev_per_a": [[0.38, 0.56, -0.11], [-1.27, -1.25, 0.42], [0.25, -0.62, 0.08], [-1.04, 0.24, -0.36], [2.56, 0.81, -0.64], [-1.47, -0.69, -1.15], [0.64, -0.41, 2.25], [0.85, 1.86, -0.01], [0.32, 0.49, -0.17], [0.32, 0.25, 0.32], [-0.17, 0.22, -0.19], [0.47, -0.73, 0.47], [-0.85, 0.15, 0.13], [-0.64, -0.47, -0.40], [0.20, -0.22, 0.41], [0.72, 0.59, 0.04], [0.10, 0.51, 0.20], [-0.24, 0.02, -0.62], [0.07, -1.39, -0.25], [-0.81, 0.04, -0.57], [-0.27, 0.05, 0.21], [0.95, -0.89, -0.02], [-0.50, -0.61, 0.76], [-0.42, 1.40, -0.79], [-0.29, 0.68, 0.27], [-0.61, -0.25, 0.09], [1.02, -0.49, -0.39], [-0.27, -0.30, 0.41], [0.22, -0.61, 0.10], [0.09, 1.12, -0.63], [-0.04, -0.37, 0.11], [-0.35, 0.12, 0.41], [0.08, 0.20, -0.36]],
  "max_force_ev_per_a": 2.76,
  "homo_lumo_gap_ha": 0.386,
  "charge": 1,
  "total_energy_ha": -688.558784,
  "homo_energy_ev": -13.1553,
  "relative_energy_kcal_mol": 65.66
}

***

Repeat the third record exactly.
{
  "formula": "C2H2FIS",
  "method": "wB97M-V/def2-TZVPD",
  "symbols": ["C", "C", "F", "S", "I", "H", "H"],
  "coordinates": [[-0.0768, 0.8302, -0.0829], [0.1924, -0.5249, -0.2976], [-1.3906, 1.0404, -0.2931], [0.8744, 2.0200, 0.5128], [2.0418, -1.2613, 0.2673], [-1.1860, -0.9480, 0.8523], [-0.4553, -1.1565, -0.9588]],
  "atomic_forces_ev_per_a": [[-0.28, 2.42, 1.08], [-2.60, -3.70, 1.84], [-0.13, 0.71, -0.44], [-0.70, -0.76, -0.72], [-0.15, -0.22, -0.20], [2.78, 0.55, -1.65], [1.08, 1.00, 0.09]],
  "max_force_ev_per_a": 4.88,
  "homo_lumo_gap_ha": [0.277, 0.273],
  "total_energy_ha": -873.010638,
  "homo_energy_ev": [-9.2847, -9.2725],
  "relative_energy_kcal_mol": 69.76
}